Entry 1:
The following is a DFT calculation (ωB97M-V with the def2-TZVPD basis set) of an isolated molecule of C4H6N2O.

Calculated total energy (Ha): -340.69592
Spin multiplicity: 1
LUMO energy (Eh): 0.0207
M (g/mol): 98.1
HOMO-LUMO gap (eV): 9.7

Structure (XYZ):
```
13
Properties=species:S:1:pos:R:3:mulliken_charge:R:1
C 2.07 -0.32 0.14 -1.074
C 0.61 -0.09 -0.07 0.512
N -0.17 -0.70 -0.85 -0.536
C -1.48 -0.05 -0.67 0.370
C -1.36 1.02 0.42 -0.532
O -2.43 -1.01 -0.29 -0.496
N -0.08 0.93 0.70 0.017
H 2.42 -1.08 -0.56 0.284
H 2.25 -0.67 1.17 0.322
H 2.64 0.60 -0.01 0.329
H -1.74 0.43 -1.62 0.246
H -3.11 -0.52 0.20 0.355
H 0.38 1.46 1.43 0.203
```

Entry 2:
The following is a DFT calculation (ωB97M-V with the def2-TZVPD basis set) of a cluster of 2 separate species, C4H10N2O2 in total.

Calculated total energy (Ha): -418.44033
Spin multiplicity: 1
LUMO energy (Eh): 0.0281
M (g/mol): 118.1
HOMO-LUMO gap (eV): 10.2

Structure (XYZ):
```
18
Properties=species:S:1:pos:R:3:mulliken_charge:R:1
C -2.16 0.08 -1.08 -0.829
C -0.91 -0.63 -1.51 0.626
N -0.63 -0.58 -2.85 -0.421
O -0.30 -1.40 -0.79 -0.598
H -2.70 0.56 -1.89 0.353
H -1.95 0.77 -0.26 0.207
H -2.79 -0.70 -0.66 0.251
H 0.17 -1.13 -3.13 0.229
H -1.02 0.10 -3.48 0.187
C 1.43 0.11 2.85 -1.048
C 0.95 0.71 1.53 0.690
N 1.64 0.34 0.42 -0.416
O 0.19 1.65 1.54 -0.630
H 1.21 -0.95 2.92 0.300
H 1.05 0.73 3.66 0.306
H 2.51 0.29 2.90 0.310
H 1.36 0.69 -0.48 0.221
H 1.93 -0.63 0.33 0.262
```

Entry 3:
The following is a DFT calculation (ωB97M-V with the def2-TZVPD basis set) of a structure of composition C44H60FeN6O3.

Calculated total energy (Ha): -3530.69699
Spin multiplicity: 5
LUMO energy (alpha / beta) (Eh): -0.0145 / -0.0164
M (g/mol): 776.8
HOMO-LUMO gap (alpha / beta) (eV): 5.7 / 5.6

Structure (XYZ):
```
114
Properties=species:S:1:pos:R:3:lowdin_spin:R:1
Fe -0.48 0.02 0.30 3.699
C 0.93 -5.34 3.28 0.000
C 0.86 -5.31 1.75 0.001
C 0.03 -4.16 1.26 0.004
C -1.29 -4.18 0.85 0.002
C -2.23 -5.33 0.79 0.000
C -3.24 -5.26 1.94 0.000
C -1.63 -2.83 0.54 0.007
N -0.58 -2.01 0.78 0.041
C 0.45 -2.80 1.19 0.004
C 1.76 -2.34 1.40 0.004
C 2.17 -1.03 1.40 0.005
C 3.53 -0.58 1.63 0.003
C 4.72 -1.46 1.82 0.000
C 4.95 -1.75 3.31 0.000
C 3.49 0.78 1.67 0.003
C 2.12 1.17 1.45 0.005
C 1.65 2.47 1.51 0.004
C 0.33 2.88 1.28 0.004
N -0.66 2.05 0.84 0.041
C -1.75 2.84 0.59 0.007
C -2.92 2.38 -0.02 0.000
C -3.21 1.08 -0.34 0.008
N -2.48 -0.01 0.04 0.033
C -3.17 -1.12 -0.36 0.008
C -2.84 -2.42 -0.06 0.000
C -4.35 -0.71 -1.09 0.005
C -4.37 0.65 -1.08 0.005
C -5.33 1.57 -1.78 0.001
C -4.73 2.10 -3.08 0.000
C -5.24 -1.65 -1.85 0.001
C -4.58 -1.97 -3.19 0.000
C -1.46 4.20 0.92 0.002
C -0.15 4.22 1.36 0.004
C 0.63 5.38 1.89 0.001
C 0.76 5.31 3.41 0.000
C -2.42 5.33 0.82 0.000
C -3.42 5.29 1.99 0.000
N 1.35 0.06 1.25 0.037
C 4.63 1.73 1.86 0.000
C 5.09 2.31 0.52 0.000
H 1.59 -6.14 3.61 0.000
H -0.05 -5.52 3.70 0.000
H 1.30 -4.39 3.66 0.000
H 0.43 -6.25 1.39 0.000
H 1.87 -5.23 1.35 0.000
H -1.68 -6.27 0.86 0.000
H -2.77 -5.34 -0.16 0.000
H -2.72 -5.24 2.90 0.000
H -3.92 -6.11 1.93 0.000
H -3.83 -4.34 1.87 0.000
H 2.51 -3.09 1.60 0.000
H 5.61 -0.98 1.41 0.000
H 4.58 -2.40 1.29 0.000
H 5.13 -0.82 3.85 0.000
H 5.82 -2.40 3.44 0.000
H 4.08 -2.23 3.74 0.000
H 2.36 3.24 1.75 0.000
H -3.65 3.14 -0.28 0.000
H -3.53 -3.20 -0.33 0.000
H -5.58 2.40 -1.12 0.000
H -6.25 1.03 -2.00 0.000
H -3.82 2.67 -2.87 0.000
H -5.44 2.75 -3.59 0.000
H -4.47 1.29 -3.75 0.000
H -6.21 -1.19 -2.02 0.000
H -5.39 -2.57 -1.28 0.000
H -4.50 -1.07 -3.79 0.000
H -5.16 -2.71 -3.75 0.000
H -3.58 -2.36 -3.03 0.000
H 0.13 6.31 1.62 0.000
H 1.63 5.40 1.45 0.000
H -0.22 5.34 3.88 0.000
H 1.36 6.13 3.80 0.000
H 1.24 4.37 3.70 0.000
H -2.97 5.28 -0.12 0.000
H -1.89 6.28 0.84 0.000
H -3.96 4.35 1.99 0.000
H -4.13 6.11 1.92 0.000
H -2.88 5.38 2.93 0.000
H 5.47 1.21 2.33 0.000
H 4.34 2.55 2.52 0.000
H 5.38 1.51 -0.16 0.000
H 5.94 2.98 0.65 0.000
H 4.28 2.88 0.06 0.000
C 1.70 -3.89 -3.13 0.000
N 0.53 -3.13 -2.75 0.002
C -0.71 -3.88 -2.70 0.000
C 0.56 -1.89 -2.23 0.003
O -0.45 -1.32 -1.83 0.018
C 1.92 -1.18 -2.17 0.000
O 1.84 0.05 -1.50 0.007
C 1.86 1.24 -2.25 0.000
C 0.50 1.93 -2.24 0.003
O -0.47 1.38 -1.75 0.020
N 0.42 3.16 -2.80 0.002
C -0.84 3.86 -2.77 0.000
C 1.50 3.91 -3.39 0.000
H 1.41 -4.58 -3.93 0.000
H 2.49 -3.25 -3.50 0.000
H 2.08 -4.47 -2.29 0.000
H -1.03 -4.13 -3.72 0.000
H -0.57 -4.79 -2.12 0.000
H -1.46 -3.26 -2.22 0.000
H 2.61 -1.80 -1.59 0.000
H 2.31 -1.05 -3.19 0.000
H 2.60 1.89 -1.76 0.000
H 2.17 1.05 -3.29 0.000
H -1.57 3.23 -2.27 0.000
H -0.74 4.80 -2.23 0.000
H -1.17 4.07 -3.79 0.000
H 2.43 3.35 -3.38 0.000
H 1.25 4.16 -4.42 0.000
H 1.65 4.84 -2.83 0.000
```

Entry 4:
The following is a DFT calculation (ωB97M-V with the def2-TZVPD basis set) of a structure of composition C23H33N7O2Ti.

Calculated total energy (Ha): -2279.40811
Spin multiplicity: 1
LUMO energy (alpha / beta) (Eh): 0.0236 / 0.0236
M (g/mol): 487.4
HOMO-LUMO gap (alpha / beta) (eV): 7.1 / 7.1

Structure (XYZ):
```
66
Properties=species:S:1:pos:R:3:mulliken_charge:R:1
Ti -0.48 0.03 -0.29 -0.501
C 2.72 -1.54 0.33 -1.534
N 1.75 -0.84 1.18 1.200
C 2.48 0.02 2.12 -1.433
C 0.88 -1.73 1.92 0.887
C 1.27 -3.00 2.32 -0.600
C 0.40 -3.80 3.04 -0.793
C -0.87 -3.34 3.37 -0.842
C -1.27 -2.07 2.96 -0.337
C -0.40 -1.26 2.23 -0.986
N -0.79 -0.01 1.70 1.187
C -0.63 1.14 2.47 -0.737
C -0.77 1.19 3.86 -0.997
C -0.57 2.38 4.54 -0.743
C -0.24 3.54 3.87 -1.029
C -0.09 3.50 2.49 -0.376
C -0.27 2.31 1.80 1.068
N -0.08 2.22 0.35 1.545
C -1.04 3.11 -0.34 -1.423
C 1.28 2.60 -0.06 -0.984
H 3.53 -2.01 0.92 0.418
H 2.21 -2.30 -0.26 0.464
H 3.18 -0.82 -0.35 0.293
H 3.06 -0.59 2.83 0.351
H 3.17 0.65 1.58 0.507
H 1.79 0.64 2.69 0.244
H 2.25 -3.38 2.07 0.389
H 0.71 -4.79 3.35 0.412
H -1.55 -3.97 3.92 0.426
H -2.27 -1.71 3.17 0.504
H -1.02 0.28 4.40 0.476
H -0.68 2.39 5.62 0.407
H -0.08 4.46 4.40 0.397
H 0.19 4.40 1.95 0.331
H -0.82 4.15 -0.10 0.494
H -0.95 2.96 -1.42 0.335
H -2.05 2.87 -0.02 0.431
H 1.48 3.66 0.15 0.392
H 2.01 2.00 0.48 0.169
H 1.37 2.42 -1.13 0.282
C -3.98 0.98 -2.48 -1.569
C -2.55 0.75 -2.10 -0.003
N -2.26 0.40 -0.77 0.634
O -3.32 0.73 0.10 -0.556
C -1.46 0.86 -2.89 0.524
C -1.45 1.06 -4.37 -1.439
N -0.21 0.81 -2.22 -0.140
O 0.66 -0.07 -2.98 -0.485
H -4.40 1.83 -1.95 0.272
H -4.58 0.11 -2.22 0.286
H -4.07 1.16 -3.55 0.437
H -3.01 0.39 0.95 0.384
H -2.45 1.19 -4.77 0.425
H -1.00 0.20 -4.88 0.187
H -0.85 1.93 -4.64 0.263
C 1.93 -1.96 -4.39 -1.023
N 1.28 -2.25 -3.13 0.280
C 1.44 -3.58 -2.60 -1.112
C 0.64 -1.30 -2.39 0.630
N 0.09 -1.48 -1.25 -0.246
H 1.67 -2.74 -5.12 0.342
H 3.02 -1.95 -4.28 0.316
H 1.61 -1.00 -4.77 0.291
H 1.07 -4.32 -3.33 0.354
H 0.85 -3.67 -1.69 0.331
H 2.49 -3.81 -2.39 0.326
```

Entry 5:
The following is a DFT calculation (ωB97M-V with the def2-TZVPD basis set) of a structure of composition C26H24F5NO2P2Pb.

Calculated total energy (Ha): -2584.45117
Net charge: +2
Spin multiplicity: 1
LUMO energy (alpha / beta) (Eh): -0.3262 / -0.3393
M (g/mol): 746.6
HOMO-LUMO gap (alpha / beta) (eV): 4.8 / 4.2

Structure (XYZ):
```
61
Properties=species:S:1:pos:R:3:mulliken_charge:R:1
C 1.72 3.42 -2.36 -0.656
C 1.16 3.22 -1.10 0.026
C -0.20 2.76 -1.04 0.223
C -0.61 1.82 -2.09 1.273
C 0.05 1.85 -3.32 -0.714
C 1.13 2.73 -3.47 -0.373
C -1.68 0.90 -1.85 -0.552
C -2.53 1.25 -0.78 0.979
C -2.06 2.20 0.27 0.074
C -2.60 2.03 1.60 0.106
C -3.86 1.47 1.73 -0.538
C -4.43 0.76 0.63 -0.401
C -3.74 0.56 -0.57 -0.782
H 2.67 3.98 -2.45 0.470
H -0.25 1.13 -4.13 0.402
H 1.61 2.86 -4.49 0.362
H -1.72 -0.21 -2.46 0.176
H -4.36 1.51 2.70 0.453
H -5.44 0.28 0.76 0.372
H -4.06 -0.20 -1.32 0.444
N -0.97 3.00 0.07 -0.471
Pb 0.64 -1.74 0.22 1.145
C 1.93 3.13 0.17 -1.444
H 1.36 3.57 0.97 0.461
H 2.89 3.62 0.11 0.717
C -1.61 2.17 2.72 -1.482
H -1.02 3.06 2.56 0.428
H -2.10 2.22 3.68 0.704
P 2.10 1.26 0.55 0.707
P -0.47 0.70 2.58 0.915
C -1.60 -0.57 3.29 -1.396
H -1.04 -1.48 3.56 0.439
H -2.10 -0.19 4.20 0.400
H -2.37 -0.84 2.55 0.327
C 0.54 0.99 4.12 -1.425
H -0.12 1.05 5.01 0.445
H 1.25 0.15 4.24 0.371
H 1.10 1.94 4.01 0.379
C 3.21 0.83 -0.85 -1.325
H 3.85 1.69 -1.12 0.400
H 3.86 -0.01 -0.55 0.484
H 2.62 0.53 -1.72 0.277
C 3.37 1.36 1.86 -1.360
H 3.76 0.35 2.04 0.325
H 4.20 2.02 1.56 0.459
H 2.94 1.74 2.80 0.315
C 2.49 -2.65 1.96 0.047
O 3.17 -3.32 2.58 -0.108
H -0.09 -0.10 0.15 -0.104
F -1.08 -7.53 -2.53 -0.204
C -0.65 -6.25 -2.54 0.521
C 0.44 -5.83 -3.30 0.330
F 1.05 -6.76 -4.10 -0.221
C 0.87 -4.50 -3.26 0.099
F 1.93 -4.14 -4.04 -0.227
C 0.29 -3.54 -2.35 0.770
O 0.81 -2.38 -1.97 -0.610
C -0.91 -3.97 -1.72 0.202
F -1.59 -3.01 -1.00 -0.203
C -1.34 -5.27 -1.76 -0.181
F -2.42 -5.67 -1.01 -0.249
```

Entry 6:
The following is a DFT calculation (ωB97M-V with the def2-TZVPD basis set) of a structure of composition C5H7O3Rb.

Calculated total energy (Ha): -444.29017
Spin multiplicity: 1
LUMO energy (Eh): -0.0333
M (g/mol): 200.6
HOMO-LUMO gap (eV): 6.0

Structure (XYZ):
```
16
Properties=species:S:1:pos:R:3:mulliken_charge:R:1
C -2.15 1.29 -1.04 -0.506
H -2.04 0.40 -1.68 0.216
H -3.10 1.84 -1.16 0.256
C -1.18 1.63 -0.17 -0.551
H -1.44 2.51 0.45 0.177
C 0.43 0.34 2.32 -0.867
C -0.04 -0.28 1.24 0.101
O 1.26 -0.87 0.27 -0.338
C 1.25 -1.89 -0.55 0.581
O 0.71 -2.96 -0.39 -0.575
O 1.74 -1.46 -1.74 -0.434
H 0.97 -0.22 3.09 0.317
H 0.82 1.36 2.28 0.169
H -0.73 -1.12 1.23 0.287
H 1.71 -2.18 -2.39 0.297
Rb 1.76 1.60 -1.76 0.871
```

Energy above the lowest of the compared OMol25 structures with the same formula, charge and spin across the listed records, respectively: 2.6937; 0.5613; 0.0000; 1.4747; 2.6701; 4.9278 eV.